*A*
The following is a DFT calculation (the ωB97M-V functional and the def2-TZVPD basis) of 2 unconnected molecules or ions with the total composition C2H3N3O2S.

Each line ends with the natural charge from an NBO analysis.
Geometry (Å):
C1 1.008 -1.329 1.660  0.11
C2 -0.145 1.326 -1.007  -0.19
N1 1.932 -0.700 1.879  -0.35
N2 0.874 1.590 -0.456  0.02
N3 1.973 1.987 -0.159  -0.43
O1 -2.621 1.129 -1.796  -0.88
O2 -1.930 0.294 0.456  -0.94
S1 -1.818 1.471 -0.389  1.55
H1 0.145 -1.901 1.448  0.24
H2 -2.765 0.184 -1.904  0.50
H3 2.547 1.375 0.406  0.38

Calculated values
* orbital gap: 9.3 eV
* 2S+1: 1

***

*B*
The following is a DFT calculation (the ωB97M-V functional and the def2-TZVPD basis) of a molecular structure, C2H3N3O2S.

Each line ends with the natural charge from an NBO analysis.
Geometry (Å):
C1 -1.126 -1.439 -0.132  0.38
C2 2.022 0.157 -0.101  -0.79
N1 -1.214 -2.583 -0.187  -0.30
N2 -0.982 -0.152 -0.036  -0.40
N3 -1.877 0.798 0.350  0.64
O1 -2.888 0.387 0.855  -0.36
O2 -1.552 1.938 0.178  -0.37
S1 0.712 0.714 -1.188  0.45
H1 2.945 0.432 -0.615  0.26
H2 1.987 -0.923 0.020  0.24
H3 1.974 0.669 0.855  0.24

Calculated values
* orbital gap: 7.9 eV
* 2S+1: 1

***

Stability, lowest: *B*

***

*A*
The following is a DFT calculation (the ωB97M-V functional and the def2-TZVPD basis) of 2 unconnected molecules or ions with the total composition C3H7O3S.

Each line ends with the natural charge from an NBO analysis.
Geometry (Å):
C1 0.016 1.187 0.612  -0.70
C2 -0.146 -1.650 -0.242  -1.11
C3 -0.559 0.867 -0.774  0.46
O1 -1.918 -3.113 0.675  -1.02
O2 -2.527 -1.826 -1.386  -0.96
O3 -0.116 1.092 -1.878  -0.64
S1 -1.344 -2.812 -0.639  1.41
H1 0.407 2.257 0.592  0.18
H2 -0.771 1.237 1.283  0.21
H3 0.814 0.514 0.888  0.23
H4 0.166 -1.740 0.799  0.20
H5 0.717 -1.849 -0.746  0.17
H6 -1.681 0.792 -0.730  0.09
H7 -2.275 -1.410 -2.210  0.47

Calculated values
* orbital gap: 6.7 eV
* charge: -1
* 2S+1: 1

***

*B*
The following is a DFT calculation (the ωB97M-V functional and the def2-TZVPD basis) of a gas-phase ion, C3H7O3S (charge -1).

Each line ends with the natural charge from an NBO analysis.
Geometry (Å):
C1 -0.803 -0.655 0.509  -0.65
C2 0.389 -0.189 -0.468  -0.44
C3 1.183 0.819 0.393  -0.11
O1 0.278 3.144 0.047  -1.05
O2 0.108 2.255 2.457  -1.04
O3 2.085 1.622 -0.282  -0.78
S1 -0.165 2.040 1.038  1.43
H1 -1.420 -1.422 0.126  0.19
H2 -0.241 -1.064 1.422  0.19
H3 -1.277 0.313 0.754  0.22
H4 0.887 -1.096 -0.858  0.18
H5 0.016 0.267 -1.393  0.20
H6 1.711 0.443 1.363  0.16
H7 1.570 2.495 -0.256  0.48

Calculated values
* orbital gap: 7.5 eV
* charge: -1
* 2S+1: 1

***

Stability, lowest: *A*

***

*A*
The following is a DFT calculation (the ωB97M-V functional and the def2-TZVPD basis) of a molecular structure, C4H3N.

Each line ends with the natural charge from an NBO analysis.
Geometry (Å):
C1 -1.530 -0.164 -0.172  0.23
C2 0.730 -0.072 0.733  -0.24
C3 1.141 0.866 -0.073  -0.05
C4 -0.194 -0.650 -0.228  -0.30
N1 -2.527 0.448 0.031  -0.30
H1 1.026 -0.318 1.668  0.21
H2 1.065 1.157 -1.024  0.21
H3 0.289 -1.268 -0.934  0.24

Calculated values
* orbital gap (alpha / beta): 8.4 / 8.4 eV
* 2S+1: 1

***

*B*
The following is a DFT calculation (the ωB97M-V functional and the def2-TZVPD basis) of a molecular structure, C4H3N.

Each line ends with the natural charge from an NBO analysis.
Geometry (Å):
C1 1.692 0.844 -0.057  -0.23
C2 0.566 0.389 -0.053  -0.05
C3 -0.656 -0.699 0.148  -0.37
C4 -1.970 0.043 -0.283  0.13
N1 -1.149 0.914 -0.461  -0.23
H1 2.743 1.041 0.016  0.24
H2 -0.732 -0.977 1.203  0.26
H3 -0.494 -1.554 -0.514  0.26

Calculated values
* orbital gap: 9.5 eV
* 2S+1: 1

***

Stability, lowest: *B*

***

*A*
The following is a DFT calculation (the ωB97M-V functional and the def2-TZVPD basis) of 2 unconnected molecules or ions with the total composition ClH3NOP.

Each line ends with the natural charge from an NBO analysis.
Geometry (Å):
N1 1.414 -0.749 -0.051  -0.95
O1 -0.920 1.527 -0.516  -0.99
P1 -0.897 0.414 0.658  1.06
Cl1 -2.136 -0.862 -0.203  -0.27
H1 1.759 -0.897 0.901  0.32
H2 1.026 -1.640 -0.356  0.32
H3 -0.247 2.206 -0.433  0.51

Calculated values
* orbital gap (alpha / beta): 7.6 / 8.9 eV
* 2S+1: 1

***

*B*
The following is a DFT calculation (the ωB97M-V functional and the def2-TZVPD basis) of ClH3NOP in the gas phase.

Each line ends with the natural charge from an NBO analysis.
Geometry (Å):
N1 -1.011 0.551 0.019  -1.21
O1 0.811 -1.489 -0.064  -0.97
P1 0.228 -0.366 0.902  1.26
Cl1 1.813 1.017 0.904  -0.36
H1 -0.732 1.180 -0.726  0.39
H2 -1.967 0.132 -0.104  0.41
H3 0.858 -1.023 -0.932  0.49

Calculated values
* orbital gap: 10.4 eV
* 2S+1: 1

***

Stability, lowest: *A*

***

*A*
The following is a DFT calculation (the ωB97M-V functional and the def2-TZVPD basis) of C3H3ClOS in the gas phase.

Each line ends with the natural charge from an NBO analysis.
Geometry (Å):
C1 0.481 -0.541 -0.378  -0.65
C2 -0.308 -1.324 0.634  0.43
C3 -0.111 2.037 0.147  -0.36
O1 -1.312 -0.975 1.165  -0.48
S1 -0.392 0.919 -1.073  0.39
Cl1 -0.637 3.597 -0.213  0.05
H1 0.715 -1.191 -1.223  0.24
H2 1.412 -0.213 0.084  0.27
H3 0.153 -2.310 0.857  0.11

Calculated values
* orbital gap: 8.5 eV
* 2S+1: 1

***

*B*
The following is a DFT calculation (the ωB97M-V functional and the def2-TZVPD basis) of C3H3ClOS in the gas phase.

Each line ends with the natural charge from an NBO analysis.
Geometry (Å):
C1 0.437 1.189 -0.490  -0.22
C2 -0.160 0.217 0.282  -0.33
C3 -0.704 -2.529 0.297  0.29
H1 0.547 1.054 -1.645  0.23
H2 -0.138 0.228 1.344  0.26
H3 -0.963 -3.577 -0.236  0.15
O1 -0.424 -2.441 1.467  -0.52
S1 -0.596 -1.149 -0.963  0.16
Cl1 0.944 2.762 0.216  -0.02

Calculated values
* orbital gap: 9.7 eV
* 2S+1: 1

***

Stability, lowest: *A*